8 unconnected molecules or ions with the total composition C41H90F7N7O11S5 at a distorted geometry, computed with ωB97M-V with the def2-TZVPD basis set.

The calculation puts the strongest force on any atom at 13.5 eV/Å. The value obtained for the energy above the lowest of the compared OMol25 structures with the same formula, charge and spin is 1.825 eV. Its spin multiplicity is 2. The net charge is +3. As for the expectation value of S²: 0.761. Its HOMO-LUMO gap (alpha / beta) is 7.53 / 2.96 eV. For the total energy, the calculation gives -5515.79272 Eh. The LUMO energy (alpha / beta) comes out at -7.280 / -11.845 eV. Its molecular weight is 1150.53 g mol⁻¹. The calculation puts the HOMO energy (alpha / beta) at -14.8 / -14.8 eV.

Positions of all 161 atoms, in Å:
C -16.1020 -2.6518 26.4148
C -14.7118 -3.2852 26.2637
C -14.6826 -4.4256 27.3448
N -13.1786 -4.8020 27.7836
C -12.3682 -5.3303 26.5062
C -12.3737 -3.7189 28.5168
C -12.8227 -3.7214 29.9453
C -12.7839 -5.2427 30.2507
C -13.1686 -5.9519 28.8453
H -16.4387 -1.8814 25.7211
H -16.2132 -2.2157 27.4075
H -16.8792 -3.4145 26.4644
H -14.0641 -2.4280 26.4475
H -14.5222 -3.6012 25.2379
H -15.1364 -5.3279 26.9349
H -15.2274 -4.1860 28.2580
H -12.1244 -4.4083 25.9783
H -13.1154 -5.9652 26.0300
H -11.5400 -5.9351 26.8755
H -11.3515 -4.0801 28.4034
H -12.5684 -2.7188 28.1295
H -12.2309 -3.1085 30.6251
H -13.8812 -3.4920 30.0679
H -11.9283 -5.5818 30.8349
H -13.4438 -5.6798 31.0001
H -12.6769 -6.8880 28.5807
H -14.1942 -6.2934 28.9853
C -14.3784 0.7635 27.8183
C -14.6802 2.2211 27.2705
C -13.6563 2.5542 26.2475
N -13.9648 3.7473 25.2503
C -14.2522 5.0175 26.0840
C -15.1710 3.5143 24.2716
C -14.6858 3.1020 22.9547
C -13.1484 3.0763 23.0382
C -12.8926 4.0289 24.1925
H -14.9843 0.6585 28.7184
H -13.2995 0.6822 27.9504
H -14.6820 0.0616 27.0416
H -14.6713 2.8473 28.1627
H -15.6738 2.2420 26.8230
H -13.5384 1.6424 25.6620
H -12.6673 2.6925 26.6844
H -14.5812 5.7589 25.3558
H -13.3094 5.3247 26.5366
H -15.0732 4.8746 26.7866
H -15.8035 4.4002 24.2147
H -15.7331 2.6839 24.6989
H -15.0165 3.8675 22.2527
H -15.1095 2.2012 22.5107
H -12.8104 3.5639 22.1238
H -12.7907 2.0508 23.1299
H -13.0900 5.0348 23.8220
H -11.9259 3.9143 24.6829
C -15.3093 -1.5447 18.5147
C -15.7457 -0.1062 19.0585
C -15.9903 0.8531 17.9549
N -16.0404 2.4231 18.3928
C -16.8689 2.4980 19.7437
C -16.7141 3.1983 17.2611
C -16.2082 4.6804 17.3994
C -15.0745 4.6828 18.5392
C -14.6660 3.2445 18.3873
H -14.3834 -1.4402 17.9490
H -16.0567 -1.9362 17.8247
H -15.0202 -2.2474 19.2963
H -15.0006 0.3967 19.6751
H -16.6509 -0.1226 19.6653
H -16.9120 0.7195 17.3887
H -15.1721 0.6762 17.2567
H -17.7597 1.9664 19.4091
H -16.9679 3.5598 19.9690
H -16.1757 2.0332 20.4448
H -17.7981 3.0842 17.2636
H -16.4268 2.6635 16.3558
H -16.9621 5.3609 17.7953
H -15.7701 5.0259 16.4630
H -15.2388 5.0164 19.5638
H -14.3028 5.3633 18.1792
H -14.1230 2.7929 19.2176
H -14.2966 3.0482 17.3807
C -10.7094 -5.6180 22.5428
C -12.1568 -6.0620 22.7123
C -12.8820 -6.3493 21.4245
N -14.3475 -6.4503 21.6188
C -14.7808 -4.9572 21.9061
C -15.0828 -6.9377 20.3056
C -16.3685 -7.6229 20.8087
C -15.9149 -8.3700 22.1453
C -14.7818 -7.4677 22.6833
H -10.7924 -4.7687 21.8646
H -10.1193 -6.3042 21.9354
H -10.2013 -5.2029 23.4132
H -12.6876 -5.3999 23.3963
H -12.1267 -7.0044 23.2592
H -12.7080 -7.3667 21.0740
H -12.6576 -5.5850 20.6805
H -15.7907 -4.8520 21.5096
H -14.1537 -4.2477 21.3662
H -14.8487 -4.6847 22.9593
H -15.2450 -6.0842 19.6472
H -14.3777 -7.6455 19.8698
H -17.1778 -6.9209 21.0096
H -16.7996 -8.1519 19.9587
H -16.6673 -8.3554 22.9338
H -15.7480 -9.4315 21.9627
H -15.1544 -6.8142 23.4721
H -13.9997 -7.9397 23.2781
C -20.1880 -0.1256 29.0008
C -19.7562 -0.3372 27.5776
C -20.4932 0.4916 26.6476
N -20.4537 0.0682 25.1502
C -21.1798 -1.3531 25.0062
C -19.0124 0.1932 24.5753
C -19.0119 1.4268 23.6252
C -20.4127 1.3919 23.1803
C -21.2012 1.1512 24.3908
H -21.2636 -0.2115 29.1552
H -20.2176 0.9121 29.3333
H -19.5530 -0.7147 29.6625
H -19.8310 -1.4103 27.4016
H -18.7033 -0.0585 27.5350
H -20.1474 1.5214 26.7368
H -21.5552 0.5376 26.8890
H -21.9330 -1.4316 25.7902
H -20.3321 -1.9887 25.2625
H -21.3767 -1.4986 23.9441
H -18.7557 -0.6839 23.9814
H -18.2782 0.2020 25.3809
H -18.2004 1.2455 22.9204
H -18.7648 2.2031 24.3494
H -20.5415 0.5484 22.5020
H -20.6332 2.3258 22.6632
H -22.1975 0.7932 24.1313
H -21.2925 2.0963 24.9261
C -16.0511 -1.7127 22.6448
F -16.1128 -2.2028 21.4235
F -16.9158 -0.6585 22.7053
F -16.4595 -2.6215 23.5105
S -14.1938 -1.0848 22.8673
O -13.3868 -2.2902 22.8374
O -13.8856 -0.1932 21.7390
O -14.2132 -0.4057 24.1264
N -20.1455 -6.0289 23.9991
S -18.7871 -5.6568 24.4715
O -17.6582 -6.1195 23.6824
O -18.5928 -5.3445 25.8514
F -18.8512 -4.1067 24.0634
S -19.8776 -7.6915 24.3024
O -19.5281 -8.1237 25.6202
O -19.6086 -8.5905 23.1701
F -21.3966 -8.1055 24.3778
N -21.0239 -0.4701 19.4042
S -20.3569 0.7651 19.1560
O -19.3240 0.7530 18.1494
O -20.1542 1.7107 20.2219
F -21.6561 1.4124 18.4477
S -19.5593 -1.1346 19.9405
O -18.9823 -0.6309 21.1788
O -18.5896 -1.7512 18.9900
F -20.2955 -2.4387 20.6655

Cartesian forces, eV/Å:
-1.1 -0.3 0.7
-0.9 0.5 1.0
2.3 0.6 -0.6
0.3 -1.6 -0.3
-1.9 1.0 2.0
-0.9 0.5 -0.6
-0.7 -2.3 0.9
0.0 -1.3 -0.1
-0.9 1.0 1.8
0.6 -0.2 -0.3
0.4 0.3 0.2
-0.2 -0.2 -0.5
0.7 -0.4 0.2
0.0 -0.3 0.1
0.3 -0.1 0.1
0.3 0.3 0.0
0.2 -0.5 -0.4
0.4 0.1 -0.4
0.1 0.4 -0.2
0.1 0.5 0.1
0.4 -0.3 -0.8
0.0 -0.1 -0.2
0.1 0.8 -0.3
1.2 0.1 -1.3
-1.1 0.8 -0.2
0.8 0.6 -0.4
-0.2 0.3 -0.3
-0.6 1.5 -1.2
-0.4 -0.8 1.1
0.7 0.0 -1.8
-1.1 0.6 0.1
0.4 -0.6 -1.2
-1.1 -1.3 2.6
0.6 0.2 -2.1
-0.8 0.3 -0.4
0.4 -0.9 0.8
0.4 -0.4 0.1
-0.1 -0.2 0.5
0.0 -0.2 0.1
0.0 0.5 -0.3
-0.1 0.0 0.1
-0.1 0.2 -0.7
0.0 0.7 0.0
0.2 0.1 0.2
-0.3 0.0 0.2
0.3 -0.3 0.0
0.3 0.0 0.5
-0.3 0.3 0.3
0.3 0.2 -0.2
0.1 -0.4 0.7
0.6 -0.4 0.1
0.2 0.2 0.1
0.3 0.1 0.4
0.1 0.3 -0.2
0.2 1.7 0.2
-0.2 -0.7 0.7
0.3 1.5 -1.0
0.0 -0.1 -0.6
2.1 0.3 -2.6
-0.1 0.2 0.5
-0.1 -0.2 1.7
0.1 -0.4 -2.1
-1.3 -1.9 1.4
0.0 0.3 -0.2
-0.1 -0.1 0.3
-0.6 0.2 0.1
0.5 -0.7 0.2
0.0 -0.7 0.1
-0.2 -0.1 0.4
0.2 0.9 -0.3
-0.2 0.1 1.0
-0.5 -0.2 0.0
-0.7 -0.3 0.3
0.0 0.1 0.5
0.4 0.5 -0.1
-0.4 -0.1 -0.8
-0.2 0.1 0.2
-0.9 -0.2 -0.1
0.3 -0.3 0.0
0.6 0.1 -0.4
0.5 -0.1 0.3
-0.6 1.2 -1.7
0.7 -1.2 1.5
0.0 -1.1 -0.1
-1.1 1.8 -0.6
-1.3 -1.1 -0.4
0.1 0.2 1.5
0.5 0.3 0.5
-0.6 0.9 -1.1
-0.5 0.8 0.9
0.3 0.5 0.0
0.2 -0.4 0.6
-0.1 -0.6 0.1
-0.1 0.5 -0.4
-0.1 -0.2 0.2
1.1 0.2 -0.3
-0.2 -0.3 -0.2
0.0 -0.1 0.1
0.2 -0.4 0.2
0.5 -0.4 0.0
0.1 -0.1 0.1
-0.2 0.0 -0.2
0.3 0.4 0.3
0.3 -0.9 0.4
-0.3 0.0 -0.4
0.8 0.2 0.0
-0.7 0.0 -0.1
0.6 -0.3 -1.1
-0.8 1.1 0.8
1.3 -1.1 1.1
-1.3 0.7 -1.8
-0.4 0.7 1.0
3.0 1.6 0.3
0.0 -1.1 -0.4
1.5 -1.8 2.6
0.0 0.6 -2.1
-1.3 0.0 0.0
-0.1 -1.4 -0.1
1.2 0.4 -0.2
-0.5 0.1 0.2
0.0 0.0 -0.4
0.2 -0.3 -0.2
0.1 0.0 -0.4
-0.1 -0.2 -0.1
-0.3 0.2 -0.7
-0.3 -0.5 0.0
-0.6 0.1 0.3
-0.6 -0.2 0.1
-0.3 0.2 0.2
-0.4 0.4 -0.3
-0.1 0.9 -0.6
0.1 0.3 -0.3
-0.6 -0.3 -0.1
0.0 0.0 0.3
0.1 -0.4 0.7
1.6 2.3 -0.7
-0.4 -0.6 -0.4
0.9 -0.6 0.3
0.0 -0.5 0.4
0.6 0.2 -2.0
-0.7 -0.6 0.2
-1.2 -0.8 0.9
-0.5 0.6 1.7
-2.9 -3.9 -0.7
8.2 9.3 0.7
-1.7 -0.6 1.0
-0.4 -2.3 0.8
-0.3 -0.6 -1.2
-6.1 -9.0 -1.4
1.9 2.1 -0.5
1.8 3.5 1.2
-0.5 1.7 0.1
0.5 -8.5 3.0
-0.6 12.8 -4.3
0.3 0.2 0.2
0.5 -0.4 0.2
0.8 0.1 -0.2
1.8 -7.5 2.0
-0.4 0.9 -1.6
-3.1 1.8 2.0
0.3 0.7 -1.3